# 1
{
  "formula": "C24H22AsAuN4OS",
  "method": "the ωB97M-V functional and the def2-TZVPD basis",
  "spin_multiplicity": 4,
  "gap_ev": [5.42, 5.99],
  "homo_ev": [-2.85, -5.44],
  "total_charge": -1,
  "species": ["Au", "O", "N", "C", "C", "C", "C", "C", "S", "H", "H", "H", "H", "C", "C", "C", "C", "C", "C", "H", "H", "H", "H", "H", "C", "As", "C", "C", "C", "C", "C", "C", "C", "C", "H", "H", "H", "H", "H", "H", "H", "H", "H", "H", "H", "H", "H", "N", "C", "C", "C", "N", "C", "N"],
  "positions_angstrom": [[-0.18, 0.03, -0.14], [1.93, 0.15, 0.67], [2.46, 1.40, 0.59], [3.85, 1.46, 0.72], [4.46, 2.57, 1.19], [3.72, 3.70, 1.60], [2.32, 3.61, 1.53], [1.69, 2.48, 1.05], [-0.04, 2.32, 0.96], [4.36, 0.57, 0.38], [5.55, 2.58, 1.23], [4.20, 4.59, 1.98], [1.69, 4.43, 1.84], [-5.06, -0.25, -0.21], [-4.32, -0.87, -1.20], [-2.93, -0.79, -1.20], [-2.25, -0.09, -0.20], [-3.01, 0.54, 0.80], [-4.40, 0.46, 0.80], [-6.14, -0.31, -0.21], [-4.82, -1.43, -1.98], [-2.36, -1.30, -1.97], [-2.52, 1.10, 1.58], [-4.97, 0.94, 1.58], [-0.88, 0.02, 4.38], [0.39, 0.03, 2.88], [1.94, 0.68, 3.86], [0.67, -1.92, 2.67], [1.42, -2.53, 3.82], [2.81, -2.52, 3.83], [3.52, -3.04, 4.90], [2.84, -3.57, 5.99], [1.45, -3.59, 5.99], [0.75, -3.07, 4.91], [-0.45, -0.56, 5.20], [-1.82, -0.43, 4.08], [-1.06, 1.04, 4.70], [2.05, 0.10, 4.78], [1.76, 1.72, 4.09], [2.84, 0.60, 3.26], [1.22, -2.03, 1.73], [-0.32, -2.34, 2.55], [3.34, -2.11, 2.97], [4.60, -3.03, 4.89], [3.39, -3.98, 6.83], [0.91, -4.02, 6.82], [-0.34, -3.11, 4.90], [0.29, -1.71, -1.40], [0.25, -2.85, -1.17], [0.21, -4.22, -0.91], [-0.99, -4.95, -1.16], [-1.96, -5.54, -1.37], [1.36, -4.88, -0.38], [2.29, -5.41, 0.04]],
  "lowdin_charge": [0.793, -0.397, -0.234, -0.095, -0.122, -0.137, -0.162, -0.706, 0.639, 0.109, 0.093, 0.073, 0.090, -0.120, -0.108, -0.142, -0.305, -0.173, -0.116, 0.091, 0.095, 0.077, 0.043, 0.092, -0.286, 1.146, -0.258, -0.300, -0.307, -0.054, -0.084, -0.105, -0.093, -0.064, 0.014, 0.022, 0.022, 0.031, 0.032, 0.024, 0.051, 0.080, 0.119, 0.100, 0.094, 0.097, 0.110, 0.050, -0.211, -0.291, -0.260, 0.103, -0.262, 0.105]
}


# 2
{
  "formula": "C24H22Br4KN7O2SSe",
  "method": "the ωB97M-V functional and the def2-TZVPD basis",
  "relative_energy_kj_mol": 143.5,
  "gap_ev": 3.65,
  "homo_ev": -0.75,
  "total_charge": -2,
  "species": ["K", "N", "C", "C", "N", "C", "C", "N", "H", "H", "H", "H", "H", "H", "H", "H", "H", "H", "H", "H", "H", "S", "C", "C", "C", "C", "C", "C", "C", "C", "C", "N", "H", "H", "H", "H", "H", "H", "Br", "C", "C", "Br", "C", "Br", "C", "O", "C", "O", "C", "Br", "Se", "N", "C", "C", "C", "C", "N", "C", "N", "H", "H", "H"],
  "positions_angstrom": [[-0.11, 0.77, 0.51], [1.68, -2.83, -0.71], [0.36, -3.36, -0.33], [-0.70, -2.91, -1.33], [-0.84, -1.47, -1.36], [-2.03, -0.98, -2.04], [-3.28, -0.99, -1.16], [-3.09, -0.16, 0.03], [1.69, -1.84, -0.49], [2.36, -3.20, -0.04], [0.41, -4.45, -0.34], [0.06, -3.03, 0.67], [-0.45, -3.33, -2.32], [-1.66, -3.35, -1.03], [-0.02, -1.02, -1.74], [-1.85, 0.05, -2.34], [-2.26, -1.57, -2.95], [-4.11, -0.65, -1.80], [-3.52, -2.01, -0.84], [-2.65, 0.72, -0.25], [-3.98, 0.09, 0.45], [3.23, -1.98, 4.05], [4.38, -1.25, 3.03], [3.78, -0.66, 1.95], [2.35, -0.73, 1.87], [1.91, -1.43, 2.97], [0.54, -1.81, 3.33], [0.26, -2.69, 4.39], [-1.05, -3.04, 4.67], [-2.07, -2.51, 3.89], [-1.72, -1.65, 2.86], [-0.46, -1.30, 2.59], [5.44, -1.30, 3.26], [4.39, -0.16, 1.20], [1.07, -3.11, 4.97], [-1.26, -3.72, 5.48], [-3.11, -2.75, 4.07], [-2.46, -1.21, 2.21], [-4.00, 6.50, -2.62], [-3.17, 5.37, -1.35], [-3.05, 5.75, -0.03], [-3.72, 7.44, 0.55], [-2.43, 4.88, 0.89], [-2.25, 5.35, 2.73], [-1.89, 3.62, 0.55], [-1.33, 2.83, 1.37], [-2.01, 3.22, -0.87], [-1.55, 2.08, -1.22], [-2.65, 4.11, -1.74], [-2.80, 3.51, -3.54], [3.10, 3.29, -0.41], [4.25, 2.90, -1.71], [3.77, 1.83, -2.30], [4.32, 1.21, -3.46], [3.69, 0.12, -3.94], [2.52, -0.39, -3.28], [1.97, 0.11, -2.22], [2.57, 1.25, -1.73], [2.09, 1.88, -0.68], [5.21, 1.62, -3.91], [4.05, -0.40, -4.82], [2.06, -1.29, -3.67]],
  "lowdin_charge": [0.664, 0.009, -0.278, -0.250, -0.077, -0.235, -0.272, 0.008, 0.014, 0.056, 0.100, 0.093, 0.105, 0.106, 0.057, 0.099, 0.106, 0.100, 0.089, 0.021, 0.070, 0.887, -0.502, -0.285, -0.165, -0.531, -0.316, -0.070, -0.105, -0.095, -0.138, 0.085, 0.035, 0.063, 0.064, 0.091, 0.085, 0.084, 0.589, -0.797, -0.793, 0.590, -0.653, 0.642, -0.489, -0.220, -0.472, -0.250, -0.648, 0.638, 1.168, -0.246, -0.405, -0.021, -0.059, -0.124, 0.143, -0.430, -0.251, 0.110, 0.096, 0.109]
}


# 3
{
  "formula": "C24H22Cl2F6KO9PSb",
  "method": "the ωB97M-V functional and the def2-TZVPD basis",
  "spin_multiplicity": 2,
  "gap_ev": [4.51, 7.82],
  "homo_ev": [-0.63, -3.94],
  "total_charge": -2,
  "species": ["K", "O", "Cl", "O", "O", "O", "Cl", "C", "C", "C", "C", "O", "C", "C", "O", "C", "H", "H", "H", "H", "O", "C", "O", "C", "P", "C", "C", "C", "C", "C", "C", "C", "C", "C", "C", "C", "C", "H", "H", "H", "H", "H", "H", "H", "H", "H", "H", "H", "H", "C", "C", "C", "O", "H", "H", "H", "H", "H", "H", "F", "Sb", "F", "F", "F", "F", "F"],
  "positions_angstrom": [[1.59, -1.19, -1.52], [2.71, 2.29, -3.95], [2.43, 1.55, -2.77], [1.60, 2.37, -1.93], [1.72, 0.36, -3.07], [3.62, 1.28, -2.06], [0.62, -3.38, 6.25], [0.36, -2.79, 4.63], [-0.95, -2.54, 4.22], [-1.12, -1.94, 2.96], [-0.05, -1.67, 2.14], [-0.18, -0.94, 0.96], [1.27, -2.07, 2.50], [2.40, -1.95, 1.66], [2.46, -1.50, 0.51], [1.43, -2.60, 3.82], [-1.79, -2.75, 4.85], [-2.12, -1.65, 2.67], [3.33, -2.33, 2.13], [2.43, -2.84, 4.15], [-2.03, -3.95, -1.53], [-1.73, -2.90, -1.03], [-0.69, -2.17, -1.18], [-2.64, -2.11, -0.04], [-1.46, -0.70, 0.09], [-2.52, 0.41, 1.15], [-3.77, 0.80, 0.65], [-4.58, 1.66, 1.37], [-4.17, 2.13, 2.61], [-2.93, 1.76, 3.11], [-2.11, 0.91, 2.38], [-1.22, 0.48, -1.27], [-1.26, 0.13, -2.62], [-1.18, 1.11, -3.59], [-1.08, 2.44, -3.23], [-1.04, 2.80, -1.89], [-1.11, 1.83, -0.91], [-2.78, -2.63, 0.91], [-3.60, -1.83, -0.45], [-4.08, 0.45, -0.33], [-5.54, 1.96, 0.97], [-4.81, 2.80, 3.17], [-2.59, 2.14, 4.06], [-1.13, 0.66, 2.75], [-1.33, -0.90, -2.93], [-1.17, 0.83, -4.63], [-0.99, 3.20, -3.99], [-0.94, 3.84, -1.61], [-1.05, 2.10, 0.13], [1.64, 3.71, 0.83], [1.73, 2.30, 1.36], [3.04, 1.62, 1.10], [0.80, 1.79, 1.93], [2.55, 4.28, 1.04], [0.77, 4.22, 1.22], [1.54, 3.61, -0.26], [3.84, 2.15, 1.62], [3.26, 1.65, 0.04], [3.00, 0.59, 1.43], [2.18, -2.98, -2.66], [3.05, -2.62, -4.33], [2.30, -4.27, -5.02], [4.53, -3.67, -3.69], [3.95, -2.51, -6.04], [4.03, -1.11, -3.78], [1.54, -1.76, -5.09]],
  "lowdin_charge": [0.916, -0.313, 0.630, -0.360, -0.513, -0.325, 0.593, -0.711, -0.143, -0.068, -0.210, -0.150, -0.139, -0.282, -0.233, -0.092, 0.078, 0.091, 0.112, 0.098, 0.063, -0.672, -0.184, -0.084, 0.955, -0.268, -0.092, -0.099, -0.102, -0.072, -0.085, -0.240, -0.064, -0.065, -0.073, -0.087, -0.074, 0.093, 0.092, 0.107, 0.094, 0.091, 0.102, 0.093, 0.119, 0.114, 0.107, 0.108, 0.104, -0.024, -0.477, 0.003, 0.058, 0.078, 0.077, 0.056, 0.087, 0.062, 0.066, -0.466, 1.416, -0.401, -0.395, -0.404, -0.339, -0.357]
}


# 4
{
  "formula": "C24H22Cl2NO5RhSSe2",
  "method": "the ωB97M-V functional and the def2-TZVPD basis",
  "spin_multiplicity": 5,
  "relative_energy_kj_mol": 44.3,
  "gap_ev": [8.07, 6.38],
  "homo_ev": [-8.25, -9.07],
  "species": ["Rh", "C", "Se", "C", "C", "Se", "C", "H", "H", "H", "H", "H", "H", "H", "H", "H", "H", "O", "C", "N", "C", "O", "C", "C", "C", "C", "C", "C", "H", "H", "H", "H", "C", "C", "O", "S", "C", "C", "C", "C", "C", "C", "C", "C", "H", "H", "H", "H", "H", "H", "H", "Cl", "C", "Cl", "C", "O", "O", "H"],
  "positions_angstrom": [[-0.07, 0.20, 0.45], [-2.10, 1.60, -2.32], [-0.44, 0.57, -2.22], [0.78, 2.09, -2.38], [0.93, 2.96, -1.15], [1.94, 2.07, 0.30], [1.63, 3.45, 1.63], [-2.11, 2.21, -3.23], [-2.21, 2.22, -1.44], [-2.91, 0.88, -2.36], [0.40, 2.68, -3.21], [1.74, 1.66, -2.67], [-0.04, 3.24, -0.73], [1.47, 3.87, -1.40], [0.63, 3.34, 2.03], [1.76, 4.44, 1.19], [2.37, 3.28, 2.41], [3.04, 0.68, 2.65], [2.44, -0.38, 2.57], [1.22, -0.56, 1.97], [0.95, -1.89, 1.84], [-0.01, -2.24, 1.16], [1.95, -2.66, 2.62], [2.07, -3.99, 2.94], [3.12, -4.37, 3.77], [4.03, -3.43, 4.25], [3.91, -2.09, 3.91], [2.87, -1.72, 3.09], [1.37, -4.72, 2.55], [3.24, -5.41, 4.04], [4.83, -3.75, 4.90], [4.62, -1.35, 4.27], [-0.22, 5.60, 6.82], [-1.48, 6.31, 7.22], [-1.52, 7.20, 8.02], [-3.07, 5.73, 6.59], [-2.71, 4.69, 5.20], [-2.30, 5.25, 3.99], [-2.03, 4.44, 2.91], [-2.18, 3.05, 3.01], [-2.65, 2.50, 4.22], [-2.91, 3.31, 5.30], [-1.82, 2.20, 1.93], [-1.50, 1.47, 1.00], [0.58, 6.33, 6.72], [-0.32, 5.02, 5.90], [0.05, 4.92, 7.63], [-2.18, 6.32, 3.92], [-1.70, 4.86, 1.97], [-2.78, 1.43, 4.29], [-3.26, 2.89, 6.23], [2.20, -1.95, -3.59], [3.34, -1.58, -2.28], [4.27, -0.12, -2.66], [2.57, -1.36, -0.93], [2.90, -2.07, 0.01], [1.74, -0.39, -0.95], [4.03, -2.41, -2.19]],
  "lowdin_charge": [1.008, -0.371, 0.989, -0.501, -0.491, 1.096, -0.325, 0.027, -0.003, 0.025, 0.073, 0.042, 0.051, 0.075, 0.001, 0.035, 0.023, 0.036, -0.431, 0.009, -0.470, 0.034, -0.102, 0.008, -0.065, -0.066, 0.005, -0.087, 0.122, 0.104, 0.104, 0.120, -0.038, -0.730, 0.014, 1.025, -0.554, -0.092, -0.025, -0.253, -0.010, -0.083, -0.107, -0.165, 0.092, 0.057, 0.098, 0.115, 0.119, 0.124, 0.110, 0.589, -0.989, 0.595, -0.733, 0.073, -0.364, 0.059]
}


no.,E (eV)
1,-108615.1898
2,-412447.7259
3,-117173.7346
4,-206549.9042